C20H35AlBBeF2N2O13S2 | wB97M-V/def2-TZVPD

The value obtained for the frontier orbital gap is 1.9 eV. Its largest force on an atom is 7.9 eV Å⁻¹. Its LUMO energy is -8.30 eV. As for the charge: +1.

Cartesian coordinates (Å):
H: -2.27444 1.57280 -1.94200
C: -7.38966 -2.81737 2.71401
H: -5.37879 0.29667 0.05327
H: -4.49390 -1.73727 -0.67321
O: -1.87680 -0.36602 -4.28468
H: -5.60572 -4.43186 4.78439
C: -3.54925 0.89820 1.27099
Al: -0.44660 6.65989 -3.11154
O: -1.59874 -2.51504 -3.05710
H: -3.14838 0.85850 3.16070
H: -2.48557 -1.67377 1.09855
H: 8.94097 3.16239 -1.24891
C: -6.59755 -3.97183 4.75331
H: -4.16416 1.40173 -0.87078
H: -8.04660 -3.69833 2.62603
C: 6.16949 0.63113 2.55508
C: 9.46035 3.18965 -0.27598
H: 3.70551 1.63257 2.50387
H: -0.93628 0.22893 0.55492
C: -5.65286 -1.76928 4.06368
H: -0.26856 4.58892 -0.06150
C: -0.93406 -0.66118 -0.23341
O: -7.41773 -1.91324 1.88875
H: 1.97863 2.34443 1.95029
H: -4.97724 -1.67580 3.20809
O: 7.33936 0.97352 1.99854
H: -2.04106 3.83471 -2.14961
H: 3.05206 -0.19727 -1.96042
F: 7.77868 0.48935 -0.30568
B: 7.68258 -0.07485 1.03166
C: -1.10434 1.49298 -1.74651
O: 4.67992 -1.19510 2.29110
C: 2.72234 1.43046 1.86237
H: -0.73409 2.05590 -3.93169
O: -3.50954 -0.70969 -2.26062
O: 5.59719 1.29214 3.40645
H: -2.16778 -2.65346 -0.47745
C: 2.04564 -0.21379 -1.31819
C: -0.96201 3.97461 -2.63528
H: -7.33224 -4.72276 4.45066
O: 0.79857 -4.33747 -5.36860
N: -6.57029 -2.86349 3.82215
H: 1.07612 0.13233 -3.37898
H: -6.85883 -3.59331 5.74571
O: -0.45392 -6.09609 -5.05290
C: -0.38190 2.44619 -2.86390
C: -3.62987 -0.92348 -0.81204
C: -2.30695 -1.54046 -0.07334
O: 3.17556 1.14292 0.49235
O: 6.59174 -1.05385 1.08945
H: 8.83387 3.91565 0.26968
C: 0.12910 -5.09756 -4.65958
H: 2.21507 2.11405 -1.15587
C: -4.21527 0.46439 -0.16191
H: 0.80306 2.37829 -2.82309
H: -0.92453 2.02069 -0.69140
H: -5.07280 -1.94558 4.97346
O: 0.13984 -4.69246 -3.49140
Be: 3.42121 -1.09781 -3.53164
H: -0.04253 -1.37242 0.11987
C: 5.71109 -0.61211 1.99758
H: 1.04618 1.30167 0.19027
H: 0.80048 -1.57886 -2.64610
C: 0.80606 -0.41586 -2.37076
N: -3.74638 0.29030 2.48640
H: -2.83599 1.85575 1.24834
H: 10.33106 3.81914 -0.52673
F: 8.94080 -0.70440 1.40104
H: 2.02321 -1.15170 -0.57964
H: -1.08914 4.58179 -3.63052
C: 2.02435 1.18575 -0.46836
H: -6.22400 -0.84151 4.16458
S: -1.94429 -1.02086 -2.84997
C: -0.68239 -0.08595 -1.77874
S: 0.09878 4.91402 -1.37775
O: 9.70073 2.02952 0.31637
H: 2.25336 0.42128 2.29381

Löwdin population analysis, charges in e, atoms 1 to 8: 0.119 -0.329 0.146 0.180 -0.362 0.089 -0.193 0.812